Molecular formula: C32H60O26PS4Tl
Method: DFT, ωB97M-V with the def2-TZVPD basis set

Results
- E_LUMO: -4.3 eV
- Spin multiplicity: 1
- Gap between HOMO and LUMO: 0.1893 Eh
- M: 1224.43 g/mol
- HOMO level: -9.45 eV
- Energy above the lowest of the compared OMol25 structures with the same formula, charge and spin: 0.0 kJ/mol

Positions of all 124 atoms, in Å:
Tl  -4.8986  0.0226  2.4897
P  -0.7454  0.1018  0.3954
O  -1.7404  -1.0318  -0.0592
O  -0.7650  -0.2381  1.9110
O  -1.6060  1.3978  0.4197
O  0.6456  0.2164  -0.3738
C  6.8684  2.3736  -2.3228
C  6.7045  2.0686  -0.8385
C  6.4950  0.5221  -0.5858
O  7.5062  0.2028  0.3851
C  8.2795  1.2903  0.6149
O  9.2474  1.3866  1.4118
O  7.9598  2.2394  -0.2489
H  7.5476  1.6330  -2.7451
H  7.2815  3.3635  -2.5165
H  5.9479  2.2761  -2.8984
H  5.9925  2.7575  -0.3839
H  6.7341  -0.1519  -1.4084
H  5.4558  0.3118  -0.3332
C  3.1980  -0.8304  -5.6402
C  1.7554  -1.1780  -6.0565
C  0.7048  -0.3414  -5.3895
O  0.0745  0.2167  -6.5814
C  0.5290  -0.2690  -7.6839
O  0.1223  0.0516  -8.7760
O  1.5947  -1.0557  -7.4485
H  3.2257  -0.6769  -4.5614
H  3.4441  0.1275  -6.0984
H  3.8811  -1.6034  -5.9924
H  1.6710  -2.2400  -5.8257
H  1.1442  0.4406  -4.7703
H  -0.0015  -0.8257  -4.7151
C  -5.5187  -4.8623  -3.6154
C  -4.3680  -4.1447  -4.3468
C  -3.0122  -4.7306  -4.0271
O  -2.6113  -5.1787  -5.2938
C  -3.4182  -4.8143  -6.2695
O  -3.2060  -4.8816  -7.4674
O  -4.5428  -4.3167  -5.7392
H  -6.4421  -4.5748  -4.1182
H  -5.4708  -4.5892  -2.5613
H  -5.3748  -5.9397  -3.6976
H  -4.3888  -3.0718  -4.1559
H  -2.9395  -5.5182  -3.2771
H  -2.3852  -3.8754  -3.7749
C  2.6211  -4.5762  -1.1982
C  3.5104  -4.6266  0.0333
C  2.7737  -4.5317  1.3765
O  3.0031  -5.8246  1.9788
C  3.7822  -6.6026  1.2337
O  4.0596  -7.7968  1.4418
O  3.9276  -5.9794  -0.0188
H  3.1989  -4.8118  -2.0919
H  2.1768  -3.5945  -1.3624
H  1.7553  -5.2383  -1.2116
H  4.4758  -4.1236  -0.0215
H  1.7282  -4.3274  1.1455
H  3.0539  -3.5998  1.8677
C  1.2712  5.2147  -3.9238
C  0.5283  5.2069  -2.5841
C  1.4376  5.1664  -1.3495
O  1.3190  6.4525  -0.8530
C  0.2983  7.1173  -1.4032
O  -0.0578  8.2586  -1.1259
O  -0.1305  6.4212  -2.5051
H  1.7853  6.1602  -4.0964
H  0.4808  4.9294  -4.6180
H  1.9652  4.3742  -3.9152
H  -0.0486  4.2869  -2.6784
H  2.4304  4.9604  -1.7496
H  1.0599  4.3455  -0.7399
C  3.4480  1.1955  4.9782
C  3.3761  2.2904  3.9239
C  2.2352  3.2783  4.1327
O  2.8087  4.5600  3.9763
C  4.0928  4.4698  4.1086
O  4.9154  5.3619  4.2791
O  4.4496  3.1841  4.1701
H  2.5813  0.5676  4.7716
H  3.3179  1.6589  5.9562
H  4.3873  0.6425  4.9715
H  3.4013  1.9177  2.8999
H  1.8649  3.1148  5.1447
H  1.3694  3.1717  3.4792
C  -4.0235  -6.6707  4.2297
S  -4.4076  -6.1092  2.4961
O  -5.1107  -4.7721  2.6110
C  -2.6092  -5.7116  2.2071
H  -4.9439  -6.8636  4.7808
H  -3.6105  -5.8959  4.8756
H  -3.4666  -7.6076  4.2402
H  -2.2130  -4.9400  2.8673
H  -2.3824  -5.4055  1.1859
H  -1.9893  -6.5809  2.4266
C  -0.9720  -0.2838  7.8716
S  -1.7682  -1.9382  7.5782
O  -2.8481  -1.7263  6.5215
C  -0.3674  -2.9161  6.8827
H  -1.8098  0.3821  8.0784
H  -0.5184  -0.1820  6.8857
H  -0.2107  -0.1271  8.6358
H  0.0029  -2.4766  5.9565
H  -0.6813  -3.9449  6.7062
H  0.4726  -2.8041  7.5682
C  -3.0915  5.9656  4.2216
S  -3.5052  5.0263  5.6976
O  -4.6105  4.0827  5.2673
C  -4.5591  6.3922  6.4406
H  -4.0270  6.3687  3.8338
H  -2.6927  5.3646  3.4044
H  -2.4784  6.8074  4.5434
H  -5.3434  6.6367  5.7242
H  -4.0423  7.2689  6.8312
H  -5.1340  6.0870  7.3149
C  -4.8604  2.0754  -4.0516
S  -6.4228  2.4715  -3.0827
O  -6.7282  1.2586  -2.2667
C  -7.5455  2.5045  -4.5656
H  -4.0898  1.7482  -3.3536
H  -4.4446  2.9147  -4.6090
H  -5.0288  1.2751  -4.7722
H  -8.5136  2.9535  -4.3436
H  -7.6474  1.5144  -5.0101
H  -7.0067  3.1248  -5.2819

Results of the Löwdin charge analysis, in e, for atoms 1 through 6: Tl 0.94; P 0.04; O -0.26; O -0.17; O -0.29; O -0.30